Computed, not measured: a single C17H21FN2O4 molecule, with ωB97M-V with the def2-TZVPD basis set.

Results
LUMO, eV: 0.49
E_tot, Ha: -1170.7435
Largest force on an atom, eV Å⁻¹: 0.76
Relative energy (zero: lowest compared OMol25 entry of this formula, charge and spin), kcal/mol: 2.0
Gap between HOMO and LUMO, Ha: 0.3609
Multiplicity: 1
SMILES string: CCCCCCC(=O)N(O)[C@H]1CC(=O)N(c2ccc(F)cc2)C1=O
HOMO level, eV: -9.32

Each line ends with the Mulliken charge.
Atoms and positions in Å:
C -6.99 -0.13 -1.04  -1.4483
C -5.65 -0.14 -0.32  -0.0509
C -5.13 -1.56 -0.14  -0.7426
C -3.86 -1.67 0.70  -0.7873
C -2.64 -0.98 0.08  -0.5276
C -2.40 0.43 0.65  -0.4424
C -1.25 1.07 -0.10  0.2214
O -1.36 1.68 -1.14  -0.6998
N -0.02 0.90 0.46  0.3832
C 1.18 1.34 -0.21  -0.1334
C 2.24 0.24 -0.22  0.2108
O 2.03 -0.94 -0.35  -0.6245
N 3.46 0.84 -0.03  0.2573
C 3.36 2.20 0.30  0.4408
O 4.30 2.92 0.49  -0.5721
C 1.90 2.53 0.42  -0.7518
H 1.67 3.49 -0.06  0.3293
H 1.64 2.61 1.48  0.3397
C 4.70 0.15 -0.10  0.1289
C 4.83 -1.09 0.51  -0.2549
C 6.04 -1.76 0.44  -0.6380
C 7.09 -1.18 -0.25  0.3388
C 6.97 0.06 -0.86  -0.6652
C 5.76 0.72 -0.79  -0.2155
H 5.65 1.69 -1.26  0.3747
H 7.81 0.48 -1.38  0.4222
F 8.27 -1.83 -0.32  -0.3232
H 6.17 -2.73 0.90  0.4237
H 4.00 -1.53 1.04  0.3794
H 0.87 1.56 -1.24  0.3515
O 0.18 0.18 1.63  -0.4515
H 0.38 -0.74 1.40  0.3408
H -2.18 0.38 1.71  0.3802
H -3.28 1.05 0.49  0.3413
H -1.75 -1.59 0.26  0.3201
H -2.77 -0.91 -1.00  0.3555
H -3.64 -2.73 0.84  0.3261
H -4.05 -1.25 1.69  0.3772
H -5.91 -2.16 0.34  0.4012
H -4.94 -2.00 -1.12  0.2978
H -5.76 0.33 0.66  0.3071
H -4.94 0.44 -0.90  0.2001
H -7.35 0.89 -1.18  0.3871
H -7.74 -0.68 -0.47  0.3520
H -6.90 -0.59 -2.02  0.3408

=====

Computed, not measured: 9 unconnected molecules or ions with the total composition C68H138F12N5O9S in a non-equilibrium geometry, with ωB97M-V with the def2-TZVPD basis set.

Results
Total charge: +2
LUMO (alpha / beta), eV: -2.94 / -5.60
E_tot, Ha: -5220.2337
Largest force on an atom, eV Å⁻¹: 5.03
Gap between HOMO and LUMO (alpha / beta), Ha: 0.2180 / 0.1203
Multiplicity: 2
HOMO level (alpha / beta), eV: -8.87 / -8.87

Each line ends with the Mulliken charge.
Atoms and positions in Å:
C -6.66 -8.39 -1.48  -1.1224
C -5.19 -8.80 -1.60  -0.5127
C -4.33 -7.60 -2.16  0.5559
C -2.80 -7.75 -1.88  -1.1716
N -2.01 -6.43 -2.09  0.3728
C -0.52 -6.63 -1.92  -0.8651
C 0.09 -5.48 -2.73  -0.0706
C -0.75 -5.18 -3.87  -0.6030
C -2.09 -5.99 -3.61  -0.5935
C -2.58 -5.28 -1.19  0.7861
C -2.41 -5.44 0.38  -1.7927
C -2.86 -4.18 1.08  -0.4392
H -7.19 -9.18 -0.94  0.4094
H -7.01 -8.59 -2.50  0.3279
H -6.83 -7.37 -1.15  0.1795
H -4.98 -9.67 -2.24  0.3691
H -4.82 -8.93 -0.58  0.3968
H -4.65 -6.59 -1.89  -0.6226
H -4.67 -7.56 -3.19  0.3980
H -2.45 -8.49 -2.60  0.5913
H -2.66 -8.10 -0.86  0.4621
H -0.30 -6.76 -0.86  0.5659
H -0.26 -7.54 -2.45  0.4826
H 0.21 -4.60 -2.10  -0.4342
H 1.07 -5.72 -3.15  0.6841
H -1.01 -4.14 -4.07  0.2675
H -0.31 -5.71 -4.72  0.3605
H -3.03 -5.46 -3.78  0.3221
H -2.04 -6.91 -4.21  0.4757
H -3.59 -5.05 -1.53  -0.3020
H -1.86 -4.53 -1.49  0.1351
H -1.45 -5.72 0.81  0.4274
H -2.75 -6.41 0.75  0.5590
H -2.45 -3.38 0.47  -0.1957
H -2.54 -4.18 2.12  0.6175
H -3.94 -4.13 1.10  0.0477
C -8.75 1.75 -3.68  -1.1151
C -8.37 0.29 -3.47  -0.8566
C -7.16 -0.03 -2.54  1.0318
C -5.99 -0.79 -3.18  -1.0374
N -4.87 -1.29 -2.14  1.1831
C -4.17 0.05 -1.60  -0.1815
C -3.05 0.37 -2.51  -1.0386
C -2.58 -1.02 -2.82  -0.2951
C -3.70 -2.05 -2.86  -0.4743
C -5.45 -2.15 -0.99  -0.1315
C -6.18 -3.36 -1.54  -0.8423
C -6.68 -4.42 -0.48  -1.5937
H -8.85 2.16 -2.67  0.2168
H -9.59 1.84 -4.37  0.4198
H -7.83 2.14 -4.10  0.3177
H -8.20 -0.25 -4.40  0.4657
H -9.20 -0.17 -2.94  0.3473
H -7.61 -0.74 -1.84  0.0375
H -6.85 0.90 -2.05  -0.8368
H -5.51 -0.10 -3.87  0.3757
H -6.37 -1.69 -3.67  0.5562
H -3.68 -0.21 -0.66  -0.1314
H -4.89 0.77 -1.21  0.0762
H -2.36 1.04 -2.00  0.5388
H -3.47 0.77 -3.44  0.2194
H -2.00 -1.23 -1.92  -0.2673
H -1.98 -1.03 -3.72  0.9800
H -3.38 -2.90 -2.26  -0.3694
H -4.14 -2.45 -3.77  0.3792
H -6.04 -1.52 -0.32  0.8600
H -4.55 -2.50 -0.49  -0.2118
H -5.72 -3.88 -2.38  0.4016
H -7.10 -2.95 -1.94  0.3203
H -5.99 -4.97 0.16  0.2683
H -7.26 -5.06 -1.14  0.3786
H -7.28 -3.84 0.23  0.5201
C 5.88 -0.29 -2.26  -1.3856
C 5.18 0.72 -3.21  -0.8725
C 5.96 1.99 -3.54  0.8493
C 7.24 1.58 -4.43  -1.5903
N 8.00 2.67 -5.24  0.3888
C 8.57 3.71 -4.32  -0.5184
C 9.63 4.45 -5.12  -0.7124
C 10.21 3.34 -6.08  -0.5159
C 9.28 2.14 -5.96  -0.5736
C 6.93 3.44 -6.12  -0.8848
C 6.01 2.59 -7.00  -0.1497
C 4.78 3.44 -7.67  -1.2028
H 5.31 -1.22 -2.27  0.3821
H 5.97 0.03 -1.22  0.2776
H 6.85 -0.66 -2.57  0.4517
H 4.32 1.09 -2.66  0.3248
H 4.75 0.32 -4.13  0.4326
H 6.18 2.51 -2.61  0.3967
H 5.22 2.55 -4.10  -0.3699
H 6.98 0.78 -5.13  0.3429
H 8.01 1.12 -3.81  0.7425
H 7.78 4.32 -3.90  0.4271
H 9.13 3.11 -3.61  0.4125
H 9.33 5.29 -5.75  0.3223
H 10.51 4.74 -4.54  0.3953
H 10.44 3.71 -7.08  0.3150
H 11.12 3.10 -5.54  0.3194
H 9.00 1.80 -6.95  0.2703
H 9.68 1.35 -5.32  0.4083
H 7.43 4.27 -6.60  0.6888
H 6.28 4.00 -5.45  0.2616
H 5.44 1.89 -6.39  0.0384
H 6.51 1.96 -7.74  0.3717
H 5.13 4.41 -8.03  0.3368
H 3.95 3.52 -6.97  0.2317
H 4.29 3.03 -8.55  0.3941
C 4.06 -1.79 1.26  -1.2916
C 3.93 -1.95 2.79  -0.3903
C 5.15 -1.45 3.49  -0.3012
C 4.94 -1.37 5.09  -0.6564
N 5.87 -0.28 5.71  0.5315
C 7.28 -0.78 5.67  -0.6450
C 7.33 -1.73 6.95  -0.7305
C 6.55 -1.04 7.99  -0.7778
C 5.53 -0.16 7.24  -0.5029
C 5.83 1.09 5.10  -1.3577
C 4.36 1.71 5.09  0.3750
C 4.26 3.24 4.66  -1.4541
H 3.39 -2.56 0.88  0.3640
H 5.06 -2.16 1.02  0.6015
H 3.87 -0.83 0.80  0.2025
H 3.80 -3.02 2.96  0.3484
H 2.96 -1.60 3.15  -0.0415
H 5.38 -0.50 3.02  0.1860
H 5.81 -2.27 3.20  0.4300
H 5.09 -2.31 5.62  0.7749
H 3.92 -1.19 5.42  -0.1006
H 7.90 0.08 5.93  0.5265
H 7.65 -1.36 4.82  0.2967
H 8.39 -1.88 7.15  0.4878
H 6.90 -2.71 6.77  0.2994
H 7.18 -0.28 8.46  0.3385
H 6.17 -1.55 8.87  0.4111
H 5.62 0.89 7.51  0.4347
H 4.47 -0.40 7.33  0.1944
H 6.38 1.03 4.16  0.6311
H 6.55 1.80 5.51  0.6170
H 3.86 1.57 6.05  0.3079
H 3.88 1.00 4.42  -0.0368
H 5.01 3.84 5.17  0.4366
H 3.37 3.83 4.89  0.3086
H 4.51 3.23 3.60  0.2930
C -8.12 4.63 -1.53  -1.6628
C -7.19 3.60 -1.10  0.3393
C -6.23 4.28 -0.09  -1.1321
C -5.31 3.31 0.65  -0.6318
N -4.33 3.96 1.70  0.8217
C -5.09 4.78 2.78  -0.5032
C -4.40 4.50 4.12  -1.1732
C -3.73 3.10 3.98  -0.1951
C -3.74 2.75 2.50  2.1040
C -3.30 4.94 0.93  -0.9536
C -2.26 4.02 0.09  0.9865
C -1.28 4.94 -0.67  -1.6184
H -8.74 4.35 -2.39  0.4222
H -7.62 5.56 -1.77  0.3467
H -8.86 4.81 -0.74  0.3558
H -6.80 3.04 -1.95  0.2739
H -7.67 2.83 -0.51  0.3765
H -6.82 4.83 0.65  0.3547
H -5.54 4.97 -0.58  0.4366
H -4.73 2.66 -0.01  -0.3945
H -5.92 2.74 1.34  0.8665
H -5.00 5.84 2.56  0.2932
H -6.09 4.32 2.84  0.5577
H -3.75 5.27 4.54  0.3691
H -5.18 4.46 4.89  0.3363
H -2.71 3.33 4.30  0.0520
H -4.11 2.43 4.76  0.5032
H -2.72 2.54 2.18  -1.0539
H -4.24 1.80 2.32  -1.0784
H -2.72 5.38 1.75  0.5596
H -3.69 5.75 0.32  0.3790
H -2.64 3.22 -0.54  -0.1764
H -1.65 3.56 0.86  -0.2348
H -0.34 4.41 -0.82  0.2661
H -1.11 5.92 -0.22  0.3920
H -1.65 5.21 -1.66  0.4453
C 0.77 -1.62 -0.48  0.7217
O -0.15 -0.57 0.05  0.2779
O -0.01 -2.80 -0.41  -0.7558
C 1.37 -1.29 -1.91  0.6513
F 0.55 -0.53 -2.54  -0.1731
F 2.46 -0.53 -1.66  -0.1976
F 1.71 -2.38 -2.66  -0.2629
C 0.37 0.00 1.24  0.0607
C -0.73 0.78 1.88  0.4880
H -0.72 1.77 1.43  0.1481
H -1.70 0.37 1.59  -0.2508
H -0.55 0.68 2.95  -0.6680
H 1.24 0.66 1.17  -0.0239
H 0.63 -0.72 2.01  0.2002
H 1.73 -1.75 0.02  -1.2503
C 0.75 -0.96 7.85  0.0708
O 0.62 0.20 7.08  -0.3505
O 1.92 -0.76 8.66  -0.3629
C -0.71 -1.40 8.29  0.7629
F -1.20 -0.47 9.11  -0.2468
F -1.63 -1.48 7.27  -0.1866
F -0.60 -2.59 8.84  -0.2387
C 0.52 0.18 5.62  0.4202
C 0.98 1.58 5.07  -1.2461
H 1.34 1.62 4.04  0.1511
H 0.10 2.19 5.27  0.3789
H 1.69 1.99 5.78  0.4753
H -0.46 -0.09 5.21  0.2802
H 1.39 -0.41 5.30  -0.1886
H 1.08 -1.72 7.15  0.2902
C 4.08 5.18 -2.07  -0.2337
O 4.06 4.16 -1.07  -0.1756
O 5.41 5.25 -2.60  -0.8178
C 2.96 4.87 -3.10  0.6584
F 2.69 5.85 -3.87  -0.3133
F 3.15 3.79 -3.81  -0.2649
F 1.79 4.55 -2.49  -0.2462
C 3.20 4.30 0.07  -0.3260
C 3.15 2.99 0.91  -0.6565
H 2.69 2.32 0.18  0.1368
H 4.13 2.61 1.22  0.2608
H 2.54 2.99 1.81  0.2796
H 2.17 4.48 -0.25  0.0295
H 3.45 5.23 0.58  0.3943
H 3.91 6.12 -1.54  0.2700
C -3.88 -1.15 3.40  0.4641
F -2.90 -1.65 2.56  -0.0856
F -4.16 -2.19 4.28  -0.2942
F -3.39 -0.17 3.99  -0.1008
S -5.59 -0.65 2.62  1.1475
O -6.39 -1.80 2.39  -0.6769
O -6.30 0.28 3.58  -0.7163
O -5.25 0.06 1.37  -0.4347